Molecular formula: BrH6NSi2
Method: DFT, ωB97M-V/def2-TZVPD

Values from the calculation:
* F_max: 2.64 eV/Å
* LUMO: -0.66 eV
* gap between HOMO and LUMO: 7.92 eV
* relative energy (zero: lowest compared OMol25 entry of this formula, charge and spin): 65.8 kcal per mole
* calculated total energy: -3211.311372 Eh

Structure (ORCA input):
```
! wB97M-V def2-TZVPD RIJCOSX def2/J DEFGRID3
* xyz 0 1
H 0.74724 1.08209 -1.68259
H 1.05705 -1.29817 0.53984
Br -2.99439 -2.73963 -0.64053
N 0.63519 0.15115 -1.28695
H -1.37389 -0.72816 0.53142
H 1.24103 -0.45498 -1.73265
Si -3.31451 -0.50532 -0.76479
H -4.32651 -0.50055 0.24036
Si 0.07010 -0.17561 0.28392
H -0.03259 1.10011 1.05598
*
```

These are the natural (NBO) partial charges, in e, on atoms 1 to 4: 0.401 -0.169 -0.417 -1.286